No. 1
Here is a molecular structure, C34H37F6FeN4O7S2 from the OMol25 dataset. Energies are from ωB97M-V/def2-TZVPD.

Calculated values
Spin multiplicity: 6
Kohn-Sham gap (alpha / beta) (eV): 7.416 / 6.816

Each line ends with the Löwdin spin population.
CARTESIAN COORDINATES (ANGSTROEM)
Fe -0.309525 -0.647467 -0.152687  4.171
C 0.518164 -3.250110 -3.247639  0.000
C 1.811659 -2.672983 -3.806400  0.001
C 2.846212 -3.789255 -3.995544  0.001
C 2.429942 -1.456688 -3.117569  0.009
C 3.297707 -0.747039 -3.948901  -0.001
C 3.952654 0.397155 -3.543081  0.008
C 3.733770 0.872902 -2.262710  -0.001
C 2.870292 0.214463 -1.399461  0.008
C 2.719091 0.785224 0.001398  0.005
C 4.022103 0.601632 0.786732  0.001
C 2.289635 2.251493 -0.007952  0.005
C 2.219501 -0.956784 -1.822389  0.010
N 1.348152 -1.572552 -0.854130  0.136
C 1.734388 -2.808079 -0.429352  0.017
O 2.737319 -3.429584 -0.729008  0.038
C 0.786374 -3.356759 0.617572  0.006
C 0.786746 -4.621060 1.185405  0.003
C -0.041064 -4.832249 2.281504  -0.002
C -0.772734 -3.779936 2.835011  0.003
C -0.698968 -2.552657 2.208229  0.007
N 0.016770 -2.401039 1.100299  0.098
C -1.196251 -1.207620 2.712284  0.014
O -1.768831 -1.057381 3.774993  0.027
N -0.797949 -0.271626 1.815349  0.127
C -0.690176 1.115177 1.966744  0.020
C -2.268251 3.212253 0.928862  0.009
C -1.903245 4.096927 1.840680  0.000
C -0.570943 4.258387 2.400258  0.000
C 0.180911 3.260478 2.895704  0.000
C -0.088365 1.829612 2.958185  0.001
C 0.550091 1.109675 4.133467  0.000
C 0.006230 1.617543 5.467982  0.000
C 2.076892 1.208855 4.062601  0.000
C -3.644092 2.839734 0.470321  0.001
C -4.720527 3.578525 1.259491  0.000
C -3.821720 1.322362 0.600824  0.000
H -0.056206 -3.712631 -4.049338  0.000
H -0.109595 -2.489542 -2.800180  0.000
H 0.704207 -4.020339 -2.498226  0.000
H 1.566200 -2.297833 -4.804627  0.000
H 3.128492 -4.210730 -3.032617  0.000
H 3.748282 -3.421568 -4.484602  0.000
H 2.424459 -4.582135 -4.617152  0.000
H 3.443293 -1.112370 -4.958735  0.000
H 4.621408 0.915399 -4.217758  0.001
H 4.245231 1.766861 -1.928885  0.000
H 1.957479 0.213007 0.542287  0.003
H 4.839663 1.132737 0.295673  0.000
H 4.298165 -0.451871 0.848040  0.000
H 3.930674 0.996208 1.800286  0.000
H 3.078940 2.885841 -0.414247  0.000
H 2.081929 2.596787 1.008721  0.000
H 1.395075 2.406022 -0.613967  0.002
H 1.438389 -5.384483 0.785232  0.001
H -0.079639 -5.809840 2.743689  0.000
H -1.356212 -3.885225 3.738421  0.001
H -2.686697 4.718360 2.258381  0.000
H -0.243926 5.273596 2.593715  0.000
H 1.065413 3.569849 3.439527  0.000
H 0.293171 0.057184 4.061782  0.000
H 0.190114 2.686915 5.590290  0.000
H 0.492407 1.098530 6.294842  0.000
H -1.066443 1.437854 5.536189  0.000
H 2.437819 2.219035 4.260604  0.000
H 2.447416 0.900791 3.084082  0.000
H 2.521040 0.553142 4.812491  0.000
H -3.727587 3.121547 -0.583531  0.000
H -4.602997 3.414064 2.331839  0.000
H -5.702274 3.206183 0.969830  0.000
H -4.702286 4.651815 1.068618  0.000
H -3.491003 0.975045 1.582336  0.000
H -3.260640 0.792803 -0.168013  0.000
H -4.871702 1.057742 0.492264  0.000
F -4.895249 -0.282163 -1.960010  0.001
C -4.524274 -1.547985 -1.824906  0.002
F -5.222198 -2.287130 -2.672138  0.001
F -4.769564 -1.951565 -0.580526  0.000
S -2.710488 -1.797170 -2.176203  0.007
O -2.007859 -1.612459 -0.894818  0.054
O -2.647046 -3.105465 -2.725737  0.004
N -2.457260 -0.601076 -3.151311  0.002
S -1.078560 0.125133 -3.318821  0.007
O -0.298054 -0.266773 -4.437091  0.004
O -0.384631 0.259170 -2.032240  0.054
C -1.670800 1.836513 -3.657632  0.002
F -2.322980 1.866053 -4.811989  0.001
F -0.618305 2.642352 -3.720372  0.000
F -2.480927 2.251487 -2.687151  0.000
O -1.270029 2.545404 0.135734  0.012
C -0.675797 1.495395 0.560884  0.116

Cartesian forces, eV/Å:
0.70 -0.39 0.32
0.03 -0.06 0.05
0.02 0.02 -0.02
-0.02 0.02 0.02
-0.02 0.06 -0.06
0.00 0.03 0.04
-0.03 -0.02 0.07
0.01 0.01 -0.09
0.07 0.14 0.01
0.04 -0.10 0.09
0.03 0.02 -0.02
0.06 0.03 0.00
-0.02 0.01 0.31
0.16 -0.19 -0.53
-0.22 0.00 0.11
-0.05 -0.06 -0.11
0.09 0.26 0.02
0.02 0.08 0.02
0.01 0.03 0.02
0.06 0.06 -0.02
-0.05 0.13 -0.15
-0.28 -0.41 -0.15
0.06 -0.09 -0.10
-0.01 -0.04 -0.02
-0.19 0.33 0.20
0.27 0.00 -0.05
0.03 0.24 0.06
-0.08 -0.09 -0.05
0.09 -0.12 0.12
-0.21 0.19 -0.09
0.04 -0.19 0.00
-0.11 -0.01 0.01
0.00 0.00 -0.01
-0.01 -0.02 0.01
0.01 0.00 0.06
0.03 0.04 -0.01
-0.03 0.01 0.02
-0.01 -0.04 -0.01
-0.04 0.06 0.02
0.00 0.02 0.09
-0.02 0.02 0.04
0.02 -0.01 0.05
0.01 0.01 -0.01
-0.01 -0.02 0.01
0.01 0.00 -0.01
0.00 0.01 -0.01
0.00 0.02 0.00
-0.01 0.04 -0.02
0.01 -0.01 -0.01
-0.01 -0.01 -0.01
0.05 0.01 -0.07
0.00 0.03 -0.01
0.02 0.00 -0.03
0.05 -0.01 -0.03
-0.01 -0.02 0.02
0.00 -0.01 0.00
0.00 -0.04 0.00
-0.01 -0.04 0.06
0.04 0.00 -0.06
0.07 -0.01 -0.06
0.00 0.00 0.00
0.00 0.02 0.00
0.00 -0.01 0.01
-0.02 0.01 0.00
0.01 0.02 0.01
-0.08 -0.01 0.06
0.00 0.00 0.02
-0.03 -0.08 -0.04
-0.02 -0.03 0.01
0.00 0.01 -0.03
0.04 0.01 0.02
-0.02 0.00 0.01
0.05 -0.07 0.02
-0.03 -0.03 -0.10
0.06 0.05 0.10
0.03 -0.01 0.08
0.01 0.00 0.02
-0.02 0.03 -0.02
-0.05 0.24 -0.24
-0.14 0.07 0.31
0.07 -0.06 0.01
0.04 -0.34 -0.10
0.01 0.07 0.41
-0.02 0.05 -0.11
-0.18 0.24 -0.47
0.03 -0.05 -0.07
0.00 0.02 0.02
-0.01 -0.01 0.00
-0.02 0.00 0.04
0.19 -0.07 -0.20
-0.56 0.00 0.23


No. 2
Here is 3 unconnected molecules or ions with the total composition C2H11N2O2 from the OMol25 dataset. Energies are from ωB97M-V/def2-TZVPD.

Calculated values
Charge: +1
Kohn-Sham gap (eV): 9.430

Each line ends with the natural charge from an NBO analysis.
CARTESIAN COORDINATES (ANGSTROEM)
C 0.478901 0.646308 0.864397  0.069
C 1.223729 1.677475 0.490040  -0.286
N 2.389777 2.007200 1.468897  -0.737
N -0.174670 -0.273148 0.070335  -0.769
H 0.308591 0.612151 1.944375  0.209
H 1.570220 2.014814 -0.591838  0.230
H 2.006782 2.181296 2.403801  0.456
H 3.188318 1.468242 1.120107  0.470
H 2.237946 2.965412 1.142407  0.464
H -0.338555 -0.104576 -0.915349  0.430
H -0.859445 -0.962592 0.509837  0.450
H -2.421925 -0.579949 -3.222037  0.483
H -1.089229 -0.567819 -3.824808  0.473
O -1.461916 -0.402622 -2.988277  -0.952
H -2.787054 -3.215528 0.913311  0.494
H -1.486237 -3.588319 0.114564  0.482
O -1.794452 -2.885402 0.676325  -0.967

Cartesian forces, eV/Å:
-2.11 -1.99 -0.86
2.22 0.47 -2.59
-3.54 2.29 -1.90
-0.87 0.17 2.05
0.26 -0.93 -0.20
-1.00 -1.04 2.42
1.07 -1.52 0.44
0.19 0.55 1.30
2.22 0.48 -0.04
0.17 0.01 -0.02
1.21 1.31 -0.77
1.48 0.43 0.91
1.31 -0.25 -1.63
-2.69 -0.15 0.87
3.63 1.32 -0.79
0.35 -0.49 -0.43
-3.90 -0.67 1.23


No. 3
Here is 2 unconnected molecules or ions with the total composition C3H5N from the OMol25 dataset. Energies are from ωB97M-V/def2-TZVPD.

Calculated values
Kohn-Sham gap (eV): 9.229

Each line ends with the natural charge from an NBO analysis.
CARTESIAN COORDINATES (ANGSTROEM)
C -1.530345 -0.106736 0.115052  0.217
C 1.164049 0.730303 0.018928  -0.475
C -0.431992 -0.960832 -0.066819  -0.496
N -2.443181 0.562988 -0.026128  -0.323
H 1.141536 1.151889 -1.019413  0.212
H 0.463372 1.307217 0.560657  0.197
H 2.023514 0.331100 0.479489  0.198
H 0.055950 -1.429679 0.829808  0.241
H -0.442899 -1.586246 -0.891574  0.229

Cartesian forces, eV/Å:
0.28 -0.84 -0.64
-3.43 -1.36 -2.69
4.05 2.24 3.25
-1.20 1.08 0.35
0.66 -0.88 0.94
-0.20 0.47 1.12
0.80 -0.35 0.24
-1.04 0.43 -0.86
0.09 -0.78 -1.72


No. 4
Here is a single C20H26O5 molecule from the OMol25 dataset. Energies are from ωB97M-V/def2-TZVPD.

Calculated values
SMILES: C=CCOC(=O)C1=C[C@H](c2ccccc2)[C@@H](CCCO)[C@H](OCC)O1
Kohn-Sham gap (eV): 9.746

Each line ends with the natural charge from an NBO analysis.
CARTESIAN COORDINATES (ANGSTROEM)
C 4.931634 3.414705 -0.430704  -0.353
C 4.565764 2.323652 0.212917  -0.214
C 4.466942 0.971431 -0.426878  -0.115
H 5.154888 0.265833 0.048244  0.202
H 4.671868 1.039482 -1.500034  0.206
O 3.168764 0.404258 -0.229074  -0.491
C 2.216316 0.777126 -1.086285  0.753
O 2.386388 1.521455 -2.021046  -0.589
C 0.913444 0.144116 -0.764084  0.161
C -0.180639 0.398928 -1.485878  -0.174
C -1.505241 -0.237254 -1.224278  -0.291
C -2.559711 0.797180 -0.884081  -0.018
C -3.899267 0.496462 -1.098985  -0.212
C -4.887676 1.405377 -0.768632  -0.207
C -4.547279 2.629791 -0.219287  -0.218
C -3.215260 2.936338 -0.003411  -0.223
C -2.226515 2.025920 -0.333341  -0.146
H -1.189946 2.268014 -0.156554  0.212
H -2.943457 3.890049 0.424960  0.210
H -5.317894 3.341225 0.038782  0.212
H -5.925071 1.158544 -0.942076  0.212
H -4.170391 -0.458085 -1.528805  0.205
H -1.823812 -0.733704 -2.149959  0.233
C -1.419688 -1.313999 -0.115647  -0.231
C -1.286310 -2.742670 -0.664602  -0.393
C -0.079586 -3.012479 -1.579422  -0.449
C 0.933969 -3.971599 -0.944562  -0.050
O 1.383153 -3.567155 0.322632  -0.735
H 1.677478 -2.646909 0.265546  0.481
H 0.475439 -4.952849 -0.791325  0.171
H 1.785338 -4.095062 -1.632376  0.158
H 0.425690 -2.080970 -1.833697  0.207
H -0.411971 -3.463670 -2.515998  0.213
H -1.236003 -3.425005 0.186824  0.216
H -2.207745 -2.967210 -1.205315  0.208
C -0.319142 -0.958908 0.893295  0.372
O -0.752048 0.164818 1.598278  -0.547
C 0.064921 0.549783 2.695215  -0.067
C -0.168347 -0.299428 3.940684  -0.638
H 0.157311 -1.324665 3.782640  0.207
H -1.225829 -0.302498 4.192672  0.213
H 0.393674 0.116681 4.772130  0.216
H -0.216565 1.587554 2.890619  0.189
H 1.121418 0.515849 2.402103  0.180
O 0.943927 -0.722048 0.297109  -0.534
H -0.134916 -1.809953 1.566566  0.182
H -2.350024 -1.277946 0.461203  0.237
H -0.106561 1.103760 -2.298770  0.246
H 4.289733 2.351006 1.258559  0.200
H 4.989871 4.370726 0.060488  0.201
H 5.188966 3.393985 -1.476369  0.197

Cartesian forces, eV/Å:
0.05 0.07 0.02
-0.19 -0.32 -0.02
0.40 0.22 -0.27
-0.13 0.06 -0.11
0.05 -0.05 0.18
-0.09 -0.22 0.28
0.06 0.29 -0.39
0.00 -0.14 0.19
-0.55 0.03 -0.21
0.45 -0.16 0.18
-0.08 -0.05 0.31
0.00 0.07 -0.17
0.06 0.03 0.01
-0.11 -0.03 0.00
-0.07 0.07 0.04
-0.01 0.08 0.03
-0.05 0.00 -0.07
0.10 0.02 0.04
0.02 0.08 0.03
-0.06 0.06 0.02
-0.08 -0.01 -0.02
-0.02 -0.12 -0.07
0.02 0.02 0.05
0.16 -0.11 0.13
0.13 0.16 0.02
0.10 -0.26 0.28
-0.06 -0.05 -0.57
0.15 0.27 0.42
-0.02 -0.07 0.00
0.02 0.05 -0.09
-0.14 -0.08 0.06
0.02 -0.01 -0.13
0.05 0.04 -0.06
-0.09 -0.05 0.02
-0.04 0.00 0.04
-0.67 -0.45 0.39
-0.03 -0.10 -0.21
0.14 0.05 0.26
-0.05 0.13 -0.44
0.03 -0.11 0.06
-0.09 -0.01 0.07
0.07 0.01 0.12
0.13 -0.07 0.00
-0.11 0.11 0.02
0.20 0.10 -0.23
0.00 0.19 -0.16
0.13 0.00 -0.05
0.14 0.11 -0.06
0.01 0.10 0.15
0.02 0.16 0.14
0.00 -0.06 -0.24


Summary of relative energy (zero: lowest compared OMol25 entry of this formula, charge and spin) in kcal/mol
7.0, 76.6, 71.3, 4.3
(order as listed above)